1.
ORCA calculation (wB97M-V/def2-TZVPD) on C31H47I3N8O2Ti as an isolated structure.

```
! wB97M-V def2-TZVPD RIJCOSX def2/J DEFGRID3
* xyz 2 1
H 2.088 0.442 -1.917
N 2.311 2.858 4.766
C -4.639 -3.296 0.178
O -0.604 0.096 5.392
H -1.412 3.805 -0.497
H -0.724 2.378 -5.295
C -3.485 -3.831 0.734
H -1.452 -1.339 -2.331
N -1.230 0.997 -0.212
C 0.060 1.964 -2.043
H -1.098 -2.798 -3.243
H -1.349 0.485 2.230
C 3.838 -1.349 1.061
C 3.900 0.256 -0.777
C -2.370 -3.026 0.860
H 1.701 1.918 0.693
H 4.855 -1.374 2.955
H 1.176 -2.980 -3.568
H -3.851 0.550 -4.441
I -3.363 -1.368 3.945
H 0.373 -4.554 -1.767
C -2.029 1.530 -3.831
H 1.070 -1.229 -3.386
H 1.272 3.989 -4.245
C 2.517 -1.636 0.727
H 2.071 2.754 5.742
H 2.898 3.614 4.457
H 4.088 2.095 -1.890
C -4.618 -1.973 -0.229
C 0.653 -3.763 -1.072
N -2.345 -1.735 0.478
H -1.462 -3.428 1.278
H 2.201 3.108 -3.037
N 0.324 0.878 5.351
C 4.681 1.218 -1.629
H -5.531 -3.897 0.065
H -3.736 2.243 -4.914
C 1.302 -2.158 -2.862
C 1.874 -0.968 -0.317
H 1.718 -3.866 -0.860
H -1.783 -2.946 -1.638
H 5.587 1.551 -1.127
H -2.399 1.712 2.806
H -2.802 1.030 -5.776
C 2.573 -0.036 -1.079
C 4.534 -2.070 2.180
H 2.915 2.761 2.419
H -3.426 -0.202 -0.379
C -3.166 1.321 -4.792
H 4.978 0.739 -2.564
H -1.529 4.084 1.243
H -3.686 3.034 1.074
H 5.538 -0.163 0.534
I -3.387 -5.783 1.408
C -0.836 2.099 -4.254
H 2.006 -2.447 1.231
H 2.305 0.617 1.480
C -1.544 1.569 2.147
C -1.831 2.039 0.708
H -0.673 2.053 2.572
C 1.480 2.995 -3.847
H 0.103 -3.918 -0.143
C 0.341 -2.407 -1.700
H -0.083 3.329 0.573
C 0.215 2.337 -3.371
H -5.490 -1.511 -0.670
H 1.949 2.419 -4.646
C -3.467 -1.231 -0.068
H -1.851 -3.520 4.233
H 3.887 -2.814 2.642
H 0.857 2.154 -1.335
N 0.512 -1.337 -0.631
O 0.793 1.404 6.348
N 2.053 2.262 2.586
C -3.335 2.184 0.488
C -1.167 3.393 0.481
C -2.162 1.175 -2.488
N 1.637 1.387 1.556
H -1.283 -2.224 5.356
I 0.096 -2.117 3.133
Ti -0.563 -0.509 0.604
N 0.823 1.088 4.082
H -3.091 0.725 -2.163
C -1.623 -2.468 4.356
C -1.115 1.372 -1.602
H -3.888 1.309 0.831
H 5.425 -2.579 1.812
H -3.574 2.385 -0.555
C -1.088 -2.364 -2.243
C 1.715 2.047 3.894
H 2.345 -2.149 -2.555
C 4.504 -0.390 0.301
*
```

The max |F| comes out at 0.013 Eh/bohr. Its HOMO energy is -13.85 eV. For the energy above the lowest of the compared OMol25 structures with the same formula, charge and spin, the calculation gives 10.0 kcal/mol.

---

2.
ORCA calculation (wB97M-V/def2-TZVPD) on C31H47N4NaOPS as an isolated structure.

```
! wB97M-V def2-TZVPD RIJCOSX def2/J DEFGRID3
* xyz 1 1
C 1.998 -5.289 -1.791
H 2.821 0.283 -2.051
C -3.654 0.239 -3.679
C -3.824 -5.173 0.962
C -1.284 -0.268 4.034
H 1.965 -4.815 -3.917
C -1.453 -0.336 5.401
C -3.422 -2.773 0.336
H -2.276 3.202 -2.694
H -0.520 -0.409 7.342
H -4.419 -2.437 -2.561
H 2.156 -2.964 -0.386
Na -0.371 0.303 0.174
H -3.220 2.183 0.942
H 0.146 -5.244 -0.657
H -4.193 1.173 -3.505
H -3.520 -0.368 -1.616
H 2.610 -3.532 -2.922
H 1.793 -0.332 6.477
C -4.636 -0.886 -4.064
C -4.482 -3.826 0.688
C 1.130 -3.346 -0.438
C -4.133 -2.261 -3.604
H -3.038 -2.306 1.246
C 1.170 -4.866 -0.567
C 0.946 -0.311 5.804
H -4.613 -3.054 -4.179
H 1.575 -5.316 0.340
H -1.533 -3.783 0.299
H -5.622 -0.688 -3.640
P -1.226 -2.020 -1.151
H -2.133 -0.263 3.362
C -2.725 -4.582 -1.267
C -4.469 3.655 -0.725
C 2.684 -0.082 1.159
H -1.970 -4.952 -1.957
C 3.027 0.143 -0.999
H -3.884 -1.968 -0.244
H -4.768 -0.894 -5.148
H -5.067 -3.489 1.545
C -2.232 -3.384 -0.449
C 1.832 -4.303 -2.963
H -2.342 -2.052 -4.753
H -2.250 -3.356 -3.606
H -2.255 -6.290 -0.033
N 2.103 0.120 -0.079
H -1.196 3.942 -1.497
H 0.961 -1.803 -1.923
H -1.031 -0.979 -3.228
H -4.609 4.734 -0.770
H -3.576 -4.277 -1.879
C 0.467 -3.622 -2.895
S 4.618 -0.075 -0.438
H -4.924 3.289 0.193
N 0.486 -0.151 2.224
C -3.141 -5.712 -0.309
H -3.806 -6.401 -0.834
C 1.097 -0.243 4.422
H 0.661 -3.043 0.503
C 1.787 -0.141 2.328
C -0.349 -0.355 6.275
H -2.227 0.693 -2.112
H 4.697 -0.394 1.981
H -3.089 -5.050 1.763
H -2.607 4.838 -2.096
C -2.517 2.512 0.167
O -1.341 2.141 0.164
N -3.048 3.339 -0.732
H -2.451 -0.378 5.816
C 0.406 -2.711 -1.657
C 0.022 -0.216 3.543
N 2.225 -0.194 3.613
C -2.614 -2.339 -3.731
C -2.840 -0.148 -2.448
H 3.182 -0.181 3.918
H -5.193 -3.931 -0.138
H -4.553 -5.893 1.334
H 3.052 -5.358 -1.513
H -2.965 0.441 -4.505
H 0.268 -3.036 -3.794
C 4.032 -0.216 1.152
C -2.229 3.856 -1.820
H -4.975 3.200 -1.578
C -1.932 -1.367 -2.737
H -0.307 -4.390 -2.864
H 1.702 -6.292 -2.105
*
```

The max |F| comes out at 0.015 Eh/bohr. Its HOMO energy is -10.73 eV. For the energy above the lowest of the compared OMol25 structures with the same formula, charge and spin, the calculation gives 0.2 kcal/mol.

---

3.
ORCA calculation (wB97M-V/def2-TZVPD) on C31H48BCl3IN8OScSeSi as an isolated structure.

```
! wB97M-V def2-TZVPD RIJCOSX def2/J DEFGRID3
* xyz 0 1
H -0.639 1.329 5.214
C 2.497 3.445 3.233
C 2.603 -1.836 -2.250
N -1.067 -0.739 1.317
C -2.950 0.072 4.253
H -1.719 2.105 -2.740
C -0.478 0.470 4.567
H -1.426 -2.520 4.032
Cl -2.679 4.408 0.272
C -4.097 1.820 -1.303
H -0.421 -0.423 5.184
H -3.736 -0.092 3.518
C 1.662 -2.662 -1.663
C 2.767 0.690 -2.683
C -0.838 -4.352 1.801
H 1.852 -4.449 -0.526
H -3.233 0.915 4.880
B -0.675 -2.385 -0.604
H -2.308 1.436 -4.267
H 1.892 2.245 -1.444
N 3.604 5.506 2.766
H -5.278 1.958 -3.733
H -2.097 2.461 3.468
H -3.011 2.923 -3.629
H 3.365 1.343 -4.660
C 4.125 0.880 -1.992
H -0.964 -4.799 2.785
C -2.757 -2.385 -2.098
H -4.449 -1.603 -3.257
Cl -0.492 4.560 -2.125
Sc -0.207 0.777 -0.092
H 3.513 -2.151 -2.718
H -0.727 -3.555 -0.714
C 3.252 3.911 1.020
N -0.877 -2.011 0.881
C -0.999 -2.875 1.904
Si -0.773 3.632 -0.248
N 0.672 -1.886 -1.193
H 1.769 -2.096 3.648
Se 2.025 1.282 1.396
H 4.505 -2.630 1.359
C -3.652 1.132 -2.597
H -1.576 -4.779 1.126
H -3.261 1.899 -0.609
H 2.012 2.803 3.954
H -5.662 0.407 -2.995
H 4.630 1.756 -2.391
H 2.375 2.775 -3.048
H 2.918 5.016 4.627
H -0.755 2.012 2.438
C -2.604 1.953 -3.355
C 2.107 -0.538 -2.111
I 4.274 -2.928 4.119
N 3.667 -2.244 0.958
H -4.884 1.237 -0.826
H 3.993 1.023 -0.919
C 1.923 1.952 -2.497
O 1.604 -1.415 1.243
C 2.559 -2.031 1.678
C -1.617 0.356 3.543
Cl 0.350 4.952 0.950
C 3.003 4.678 3.603
C -1.317 -0.807 2.631
C -3.071 -0.204 -2.239
H 3.665 -0.367 -4.366
C -3.587 -1.433 -2.649
C -2.876 -3.862 -2.209
H 0.476 0.596 4.056
H -4.631 0.477 -4.432
H 2.019 0.198 -4.654
H -2.884 -0.812 4.881
H -2.991 -4.318 -1.226
H 4.188 5.834 0.836
C -1.279 -2.142 3.041
N -1.805 -1.739 -1.402
H -1.996 -4.288 -2.688
H 4.766 0.015 -2.154
C 2.628 3.048 1.910
H 0.906 1.813 -2.874
H 2.579 -4.500 -2.138
H 3.737 -1.760 0.074
C 1.727 -4.144 -1.564
C -4.882 0.974 -3.499
H -4.480 2.816 -1.508
H 0.148 -4.608 1.418
N -1.985 -0.395 -1.474
H 3.365 3.661 -0.025
C 3.712 5.125 1.504
N 0.941 -0.581 -1.454
H 0.826 -4.611 -1.954
C 2.969 0.448 -4.187
H -2.442 1.615 1.961
H 2.019 -3.688 2.907
C -1.737 1.686 2.795
H -3.754 -4.096 -2.806
C 2.441 -2.690 3.036
*
```

The max |F| comes out at 0.015 Eh/bohr. Its HOMO energy is -7.91 eV. For the energy above the lowest of the compared OMol25 structures with the same formula, charge and spin, the calculation gives 7.9 kcal/mol.

---

4.
ORCA calculation (wB97M-V/def2-TZVPD) on C31H48Cl3N4O4SiTb as an isolated structure in a non-equilibrium geometry.

```
! wB97M-V def2-TZVPD RIJCOSX def2/J DEFGRID3
* xyz 0 7
C 1.122 -0.403 6.568
C -1.830 -3.613 -0.088
H 0.253 2.400 -2.846
C 3.686 -0.816 7.579
Cl -0.468 -2.153 -2.651
C 1.230 0.679 -5.815
C -0.682 2.080 -3.331
H -2.047 0.514 8.834
Cl 2.435 1.970 -1.466
N -0.180 -0.045 6.138
H 2.605 -2.063 -2.994
H 0.260 5.045 -1.421
H -2.207 3.319 -1.044
H -0.478 -4.912 2.414
H -2.586 3.308 0.736
C 2.598 -1.531 8.097
H -2.668 0.386 -1.567
H 2.737 -2.249 8.918
Cl 2.946 -0.360 1.256
C 1.400 2.745 -7.056
C -0.108 5.281 -0.407
H -2.231 -4.631 -0.187
H -1.876 0.043 -5.422
N -1.220 0.119 6.995
C -0.737 -2.325 1.679
C 0.336 2.345 -7.865
C -1.059 0.289 8.419
H -4.408 0.721 6.163
C -1.605 0.132 -1.410
C -2.027 0.369 4.931
H -1.161 0.944 -0.807
C 1.828 -0.083 -4.620
H 3.727 -2.669 -4.231
H 0.732 5.638 0.202
H 3.265 -3.689 -6.600
C 0.040 3.116 0.664
H 1.684 -4.236 -5.962
H 0.458 -1.967 7.918
H 1.857 -3.697 -7.665
C 0.131 0.310 -6.585
C -2.347 0.393 6.275
C 2.202 0.280 5.989
C 3.482 0.096 6.517
H 1.058 3.383 0.969
O 0.106 -0.094 3.818
H 1.948 3.682 -7.246
H 0.040 2.955 -8.749
H -2.033 -4.350 3.103
H -1.793 -1.609 -4.695
O -0.150 -1.530 0.911
C 1.853 -2.078 -6.249
H -1.618 -0.762 -0.764
C 2.179 -3.501 -6.624
H 4.708 -0.978 7.979
H -3.641 1.668 7.439
H -0.609 2.360 -4.400
N -1.490 -3.389 1.313
H -1.539 2.613 -2.879
H -0.383 1.134 8.682
C 1.840 1.916 -6.019
H -0.925 -3.489 -0.694
N -0.730 4.115 0.241
H -0.313 -0.706 -6.437
H 2.862 0.302 -4.542
C -3.633 0.694 6.942
Si -0.682 0.030 -3.155
C -2.140 3.871 -0.094
C 1.310 -1.373 7.578
H -0.830 6.091 -0.534
H 1.466 -1.501 -7.095
C -1.914 -0.528 -4.478
O 1.133 0.145 -3.395
C 2.024 -1.565 -4.994
C -1.500 -4.564 2.168
H -1.252 0.864 -8.175
H -2.644 4.839 -0.214
O -0.234 1.873 0.707
H -0.695 -0.636 8.902
H -2.700 0.532 4.141
H -2.923 -0.362 -4.049
H 2.162 -3.429 -4.046
H 2.742 2.166 -5.419
H -2.029 -5.355 1.623
H -2.574 -2.906 -0.461
H 4.327 0.669 6.108
Tb 1.065 0.251 -0.239
C -0.613 0.069 4.794
C -0.369 1.173 -7.591
H -0.728 -2.198 2.759
H -3.919 -0.069 7.677
H 2.021 0.963 5.140
C 2.671 -2.464 -4.008
*
```

The max |F| comes out at 0.044 Eh/bohr. Its HOMO energy (spin up / spin down) is -7.63 / -7.63 eV. As for the expectation value of S²: 12.4008.

---

5.
ORCA calculation (wB97M-V/def2-TZVPD) on C31H48ClHfN3O3P2S as an isolated structure in a non-equilibrium geometry.

```
! wB97M-V def2-TZVPD RIJCOSX def2/J DEFGRID3
* xyz 2 1
C 5.193 2.304 -2.783
C 0.209 6.068 -2.566
C -3.761 -0.566 -3.122
H 0.693 6.855 -1.992
C 0.317 -1.836 3.796
H 2.307 0.533 1.921
C -1.307 -4.105 -2.486
Hf -0.156 0.047 0.317
H -0.726 -1.458 -6.745
H -3.965 1.103 0.933
H -2.241 1.222 -1.604
N 3.311 2.971 -1.383
H -0.339 3.986 -2.323
H 1.300 -1.061 -2.260
C 1.095 -1.269 -5.637
H 1.721 -1.287 -6.515
H -2.912 0.340 4.604
H -6.943 -1.704 -3.175
C -0.279 -1.374 -5.767
H -0.796 6.399 -2.813
C -1.064 -3.153 -1.499
H 2.738 -1.058 -4.282
O -1.935 0.027 2.803
C -0.981 -5.429 -2.271
C -3.115 0.371 3.537
H 4.607 1.398 -0.926
N -0.309 -2.542 0.745
H -3.732 3.397 -0.060
O -0.545 0.651 4.762
H -1.742 2.234 1.229
P -0.451 0.669 3.158
H -1.198 -6.162 -3.031
H -1.061 -2.671 1.430
C 0.145 4.782 -1.753
C -3.202 -1.507 -2.258
C -4.019 -2.474 -1.671
Cl 2.444 -1.146 0.276
H 0.587 -1.453 4.779
H -0.106 -6.840 -0.918
C -0.521 -1.260 -3.385
H 0.248 2.550 5.158
H 1.174 1.187 5.818
C -1.381 1.884 0.257
C -0.127 -4.870 -0.095
C -2.598 1.638 -0.644
C -0.375 -5.809 -1.082
C -1.092 -1.379 -4.646
H 2.128 5.096 -1.212
C 1.667 -1.147 -4.379
H 4.743 2.738 -3.672
H -0.787 2.698 -0.172
O 0.328 -0.774 2.826
H -2.698 3.642 -1.475
C -5.901 -1.635 -2.904
C 0.171 1.561 5.607
C 1.993 3.115 -1.577
C -5.361 -2.539 -2.003
H -3.144 0.219 -3.537
C -0.488 -3.543 -0.295
H 0.558 -2.783 1.235
H 0.755 5.914 -3.493
H -2.160 -1.486 -4.761
H 5.842 3.043 -2.317
C 4.123 1.842 -1.803
H 1.064 -2.563 3.478
H -0.420 4.969 -0.831
H -5.528 0.078 -4.132
H -0.394 1.623 6.537
H 0.342 -5.179 0.828
H -1.765 -3.798 -3.414
P -1.436 -1.384 -1.808
H -3.613 -3.185 -0.963
H 3.462 1.105 -2.263
H 3.849 3.810 -1.198
C -5.103 -0.641 -3.450
H 5.805 1.460 -3.085
S 1.008 1.784 -1.968
H -3.036 -0.278 0.317
H -5.984 -3.300 -1.559
H -4.197 2.727 -1.623
C 1.976 0.503 0.878
H -3.468 1.365 3.266
N 1.484 4.340 -1.413
H -4.386 0.405 -0.621
C -3.352 2.934 -0.969
H -0.670 -2.298 3.864
C 0.863 -1.143 -3.255
H 2.600 1.193 0.305
H -3.870 -0.371 3.286
C -3.552 0.652 0.033
*
```

The max |F| comes out at 0.036 Eh/bohr. Its HOMO energy is -13.48 eV.